No. 1
ORCA calculation (wB97M-V/def2-TZVPD) on a 9-piece molecular cluster, C24H70N4O13 overall.

Results
- LUMO level (spin up / spin down): -2.21 / -7.48 eV
- F_max: 4.5 eV Å⁻¹
- Highest occupied orbital energy (spin up / spin down): -10.59 / -10.59 eV
- DFT total energy: -2152.95386 Eh

```
! RIJCOSX wB97M-V def2-TZVPD def2/J DEFGRID3
* xyz 1 2
C 5.03047 -5.78028 0.71731
O 4.46269 -4.84493 -0.24970
C 5.45163 -3.99166 -0.83773
C 4.97369 -3.10893 -1.91108
N 4.03330 -2.06706 -1.36442
C 3.77473 -1.15305 -2.42968
C 3.07017 0.04920 -1.84746
O 3.08252 1.19926 -2.70736
C 2.46502 1.01762 -4.00019
H 5.26238 -6.79289 0.38724
H 4.33311 -6.09423 1.49398
H 5.98879 -5.50025 1.15468
H 6.18825 -4.66735 -1.27238
H 5.91684 -3.44681 -0.01626
H 4.49005 -3.77736 -2.62340
H 5.80274 -2.65865 -2.45699
H 3.28366 -2.70991 -1.15263
H 3.05352 -1.62083 -3.09986
H 4.64244 -0.89165 -3.03537
H 3.46523 0.41232 -0.89869
H 2.03225 -0.17528 -1.60169
H 2.64728 1.93490 -4.56008
H 1.38384 0.88893 -3.94931
H 2.95563 0.17690 -4.49071
C 4.31173 -6.77228 6.78414
O 3.06198 -6.59001 6.15582
C 3.15683 -6.69511 4.78250
C 1.80535 -6.29834 4.23665
N 2.00213 -6.40896 2.82883
C 0.75596 -5.99724 2.15072
C 1.01148 -5.81935 0.66240
O 1.88247 -4.67185 0.45358
C 1.39286 -3.38150 0.77763
H 4.26058 -6.96354 7.85601
H 4.90282 -5.87080 6.62268
H 4.95637 -7.50256 6.29503
H 3.43580 -7.72904 4.57934
H 3.98763 -6.05249 4.49112
H 1.55439 -5.29171 4.57102
H 1.06885 -7.03591 4.55547
H 2.54990 -5.61163 2.53848
H 0.44678 -5.04822 2.58874
H -0.08838 -6.66817 2.30892
H 0.16057 -5.73667 -0.01378
H 1.63980 -6.56404 0.17377
H 0.45383 -3.11446 0.29286
H 2.03518 -2.64310 0.29774
H 1.29947 -3.14506 1.83757
C -4.04701 8.07580 2.89166
O -3.31778 7.90550 1.65630
C -1.94551 7.36645 1.75367
C -1.23234 7.13621 0.44989
N -1.82930 5.97953 -0.22631
C -1.23289 5.72997 -1.55943
C -0.11766 4.61820 -1.59782
O -0.74888 3.39626 -1.22780
C 0.29562 2.41170 -1.05177
H -3.47112 8.88439 3.34182
H -3.92405 7.16434 3.47664
H -5.08192 8.39397 2.76583
H -2.08796 6.41296 2.26227
H -1.37011 7.97886 2.44792
H -0.15072 7.06628 0.56529
H -1.42015 7.94880 -0.25191
H -2.77915 6.22522 -0.46612
H -0.97674 6.68346 -2.02133
H -1.95060 5.45375 -2.33188
H 0.66276 5.02146 -0.95251
H 0.34011 4.52897 -2.58301
H 0.92647 2.29011 -1.93230
H -0.15154 1.42862 -0.90439
H 1.02510 2.65687 -0.27988
C -5.66015 5.71340 0.55972
O -4.68598 5.35134 -0.43655
C -5.20534 5.32200 -1.83867
C -5.92019 3.98483 -2.11589
N -5.18065 2.79894 -1.74227
C -3.99054 2.70089 -2.61916
C -3.05834 1.52795 -2.19785
O -3.74678 0.27571 -2.47532
C -2.83931 -0.76636 -2.79882
H -6.57129 5.17874 0.29128
H -5.86191 6.77676 0.43072
H -5.41618 5.56357 1.61145
H -4.32915 5.38712 -2.48377
H -5.73737 6.27018 -1.91618
H -6.13157 3.93842 -3.18419
H -6.85129 4.06947 -1.55552
H -4.70004 3.07692 -0.89856
H -3.33281 3.56206 -2.50130
H -4.16649 2.83771 -3.68612
H -2.89400 1.54607 -1.12045
H -2.15220 1.48901 -2.80241
H -2.29355 -1.00854 -1.88690
H -2.20195 -0.47497 -3.63366
H -3.31376 -1.70481 -3.08574
O 0.18366 -0.65191 0.43040
H 0.47342 -1.05982 -0.38563
H -0.75301 -0.84395 0.47530
O 1.85477 1.18527 1.81721
H 2.51135 0.49937 1.69610
H 1.07014 0.84499 1.38733
O -2.51071 -1.63730 0.93573
H -3.41284 -1.31953 0.89820
H -2.34859 -1.79000 1.86666
O -2.06062 -3.56393 -1.09394
H -2.06179 -2.87734 -0.42699
H -2.43914 -4.32563 -0.65490
O 0.17924 -2.08364 -2.07068
H -0.57883 -2.62686 -1.85509
H 0.88457 -2.70983 -2.23384
*
```

Atomic partial charges in e from the Mulliken method, atoms 1 to 99:
1 C -0.633
2 O -0.186
3 C -0.647
4 C -0.713
5 N -0.193
6 C -0.797
7 C 0.012
8 O -0.504
9 C -0.613
10 H 0.309
11 H 0.089
12 H 0.361
13 H 0.429
14 H 0.403
15 H 0.317
16 H 0.455
17 H 0.010
18 H 0.349
19 H 0.484
20 H 0.373
21 H 0.017
22 H 0.236
23 H 0.162
24 H 0.357
25 C -0.817
26 O -0.367
27 C -0.437
28 C -0.549
29 N -0.293
30 C -0.771
31 C -0.573
32 O -0.276
33 C -0.208
34 H 0.278
35 H 0.324
36 H 0.325
37 H 0.363
38 H 0.318
39 H 0.286
40 H 0.335
41 H 0.162
42 H 0.314
43 H 0.510
44 H 0.333
45 H 0.319
46 H 0.176
47 H 0.087
48 H 0.294
49 C -0.812
50 O -0.322
51 C -0.738
52 C -0.603
53 N 0.535
54 C -0.798
55 C -0.562
56 O -0.088
57 C -0.814
58 H 0.366
59 H 0.362
60 H 0.234
61 H 0.375
62 H 0.512
63 H 0.451
64 H 0.424
65 H 0.113
66 H 0.499
67 H 0.206
68 H 0.405
69 H 0.435
70 H 0.421
71 H 0.016
72 H 0.430
73 C -0.734
74 O -0.291
75 C -0.577
76 C -0.780
77 N -0.384
78 C 0.330
79 C -0.488
80 O -0.485
81 C -0.708
82 H 0.319
83 H 0.285
84 H 0.220
85 H 0.218
86 H 0.501
87 H 0.424
88 H 0.418
89 H 0.357
90 H -0.551
91 H 0.517
92 H 0.198
93 H 0.310
94 H 0.263
95 H 0.345
96 H 0.339
97 O -0.356
98 H -0.072
99 H 0.267

***

No. 2
ORCA calculation (wB97M-V/def2-TZVPD) on a 8-piece molecular cluster, C24H70N6O8 overall.

Results
- LUMO level: 0.51 eV
- SMILES: COC[C@H](C)N.COC[C@H](C)N.COC[C@H](C)N.COC[C@H](C)N.COC[C@H](C)N.COC[C@H](C)N.O.O
- F_max: 1.4 eV Å⁻¹
- Highest occupied orbital energy: -8.64 eV
- ΔE to the lowest compared entry with this formula, charge and spin: 4.7 kcal/mol
- DFT total energy: -1886.76309 Eh

```
! RIJCOSX wB97M-V def2-TZVPD def2/J DEFGRID3
* xyz 0 1
O -1.57668 -0.04185 -0.16059
H -2.24399 0.61510 0.08378
H -1.26049 -0.43939 0.67079
O -3.99168 1.39592 0.36778
H -4.40682 2.26716 0.30775
H -4.30254 1.00875 1.19106
C -2.99314 -1.56439 3.26127
C -1.60385 -2.14339 3.20223
C -1.63535 -3.59194 2.79569
O -2.29268 -4.33615 3.79298
C -2.50120 -5.66804 3.39422
N -0.76796 -1.43205 2.20471
H -2.99928 -0.48409 3.43611
H -3.53950 -1.99699 4.10149
H -3.55183 -1.75779 2.34323
H -1.12800 -2.06950 4.18688
H -0.61563 -3.98609 2.65722
H -2.13359 -3.70825 1.82043
H -3.00888 -5.70902 2.42293
H -3.08781 -6.17454 4.15341
H -1.53259 -6.17693 3.27208
H 0.06838 -1.98402 2.05829
H -0.43023 -0.57376 2.63253
C 1.29581 -4.35608 -4.30218
C 1.04322 -5.06265 -2.97549
C -0.37920 -4.86794 -2.51560
O -0.61754 -3.48700 -2.31914
C -1.96697 -3.13876 -2.07615
N 1.33689 -6.50853 -3.17893
H 0.82162 -3.37703 -4.31232
H 0.82577 -4.93328 -5.10796
H 2.35799 -4.33677 -4.53364
H 1.76360 -4.73863 -2.22212
H -0.57869 -5.38050 -1.56436
H -1.06429 -5.24941 -3.28672
H -2.30995 -2.51145 -2.90623
H -2.08465 -2.51646 -1.18464
H -2.61604 -4.01357 -1.98657
H 1.05858 -7.02595 -2.34782
H 0.70325 -6.85068 -3.89933
C 1.95523 -2.78017 0.07707
C 3.12684 -2.38691 0.96607
C 3.07297 -2.93281 2.39675
O 1.80260 -2.87022 2.99870
C 1.85948 -3.42204 4.30172
N 4.36595 -2.90850 0.37649
H 2.18163 -2.56324 -0.96969
H 1.02197 -2.27142 0.29865
H 1.71613 -3.84973 0.12766
H 3.14667 -1.28672 0.97863
H 3.80613 -2.37991 3.00293
H 3.44508 -3.96485 2.32184
H 2.58834 -2.89453 4.91967
H 2.12907 -4.48566 4.24139
H 0.86184 -3.39666 4.73724
H 4.36271 -2.75173 -0.62776
H 5.15241 -2.33507 0.67408
C 2.30094 -0.71987 -3.17727
C 1.21970 0.06953 -2.45769
C 1.27239 1.53241 -2.78189
O 2.54155 2.06944 -2.48493
C 2.65891 3.38924 -2.92867
N -0.12085 -0.48900 -2.71363
H 2.30642 -0.52390 -4.25303
H 2.08810 -1.78775 -3.07715
H 3.28333 -0.51282 -2.75731
H 1.44467 -0.04824 -1.38220
H 0.48469 2.08751 -2.23956
H 1.01734 1.74040 -3.83624
H 1.89880 4.05072 -2.48262
H 2.55156 3.45912 -4.01933
H 3.63295 3.77586 -2.63141
H -0.00840 -1.49620 -2.60092
H -0.66528 -0.29821 -1.86739
C -2.11967 4.58834 -0.54495
C -3.19291 5.48182 -1.13407
C -4.57811 5.25223 -0.59358
O -4.94442 3.89640 -0.75910
C -6.21737 3.65308 -0.17787
N -2.83320 6.90854 -0.92161
H -1.15362 5.06503 -0.71202
H -2.14127 3.54528 -0.85216
H -2.22671 4.53135 0.54956
H -3.19187 5.27545 -2.21642
H -5.30564 5.92230 -1.07117
H -4.57354 5.50137 0.48098
H -6.20166 3.91528 0.88600
H -6.43397 2.59235 -0.28638
H -6.97976 4.23363 -0.70340
H -2.11800 7.13519 -1.60834
H -3.61450 7.47625 -1.24738
C 3.80579 6.24969 0.99550
C 2.96698 5.34500 1.87740
C 2.50262 4.12431 1.08303
O 1.42033 3.52530 1.75843
C 0.87737 2.43768 1.03527
N 3.80163 4.97245 3.03898
H 3.26609 6.62257 0.12075
H 4.70704 5.75568 0.62564
H 4.11347 7.12954 1.56233
H 2.09373 5.85780 2.27784
H 3.33310 3.41347 0.97416
H 2.17850 4.45540 0.08346
H 1.54251 1.57004 1.15343
H 0.84117 2.63205 -0.04306
H -0.12398 2.22285 1.39658
H 4.64305 4.48950 2.74200
H 3.30087 4.31063 3.62283
*
```

Atomic partial charges in e from the Mulliken method, atoms 1 to 99:
1 O -0.323
2 H 0.303
3 H 0.352
4 O -0.593
5 H 0.347
6 H 0.310
7 C -1.584
8 C 0.524
9 C -0.685
10 O -0.400
11 C -0.754
12 N -0.072
13 H 0.381
14 H 0.433
15 H 0.280
16 H 0.104
17 H 0.385
18 H 0.438
19 H 0.309
20 H 0.273
21 H 0.283
22 H -0.285
23 H 0.258
24 C -1.473
25 C 1.149
26 C -0.949
27 O -0.318
28 C -0.829
29 N -0.755
30 H 0.316
31 H 0.464
32 H 0.324
33 H -0.168
34 H 0.313
35 H 0.446
36 H 0.290
37 H 0.055
38 H 0.553
39 H 0.267
40 H 0.304
41 C -0.318
42 C 0.953
43 C -1.217
44 O -0.120
45 C -0.962
46 N -0.811
47 H -0.255
48 H -0.328
49 H 0.473
50 H 0.127
51 H 0.385
52 H 0.417
53 H 0.343
54 H 0.372
55 H 0.259
56 H 0.258
57 H 0.301
58 C -1.381
59 C 1.743
60 C -0.756
61 O -0.313
62 C -0.748
63 N -0.747
64 H 0.353
65 H -0.016
66 H 0.341
67 H -0.416
68 H 0.062
69 H 0.467
70 H 0.220
71 H 0.322
72 H 0.282
73 H 0.326
74 H 0.239
75 C -1.270
76 C 0.640
77 C -0.822
78 O -0.418
79 C -0.892
80 N -0.788
81 H 0.314
82 H 0.341
83 H 0.240
84 H 0.203
85 H 0.427
86 H 0.342
87 H 0.399
88 H 0.285
89 H 0.328
90 H 0.279
91 H 0.259
92 C -1.488
93 C 0.388
94 C -0.084
95 O -0.485
96 C -0.043
97 N -0.756
98 H 0.370
99 H 0.337